[1]
# C23H21BF2NO5

A cluster of 2 separate species, C23H21BF2NO5 in total in a non-equilibrium geometry (ωB97M-V/def2-TZVPD, the OMol25 dataset).

Last columns: bonded neighbours and bond lengths (Å).
CARTESIAN COORDINATES (ANGSTROEM)
1 C 3.070 -3.015 4.367  C2 1.440, H18 1.078, H19 1.090, H20 1.082
2 C 2.914 -2.243 3.161  C1 1.440, C3 1.375, O17 1.346
3 C 3.627 -2.042 2.004  C2 1.375, C4 1.434, H21 1.073
4 C 2.917 -1.059 1.239  C3 1.434, C5 1.383, H22 1.075
5 C 1.752 -0.721 1.903  C4 1.383, B6 1.736, O17 1.412
6 B 0.651 0.515 2.423  C5 1.736, N7 1.611, O12 1.487, O16 1.458
7 N -0.773 0.234 1.725  B6 1.611, C8 1.469, C9 1.507, C13 1.508
8 C -0.818 -1.028 0.974  N7 1.469, H23 1.092, H24 1.090, H25 1.100
9 C -1.784 0.087 2.832  N7 1.507, C10 1.511, H26 1.095, H27 1.102
10 C -1.031 0.417 4.099  C9 1.511, O11 1.211, O12 1.376
11 O -1.535 0.615 5.182  C10 1.211
12 O 0.324 0.498 3.874  B6 1.487, C10 1.376
13 C -0.965 1.511 0.946  N7 1.508, C14 1.521, H28 1.092, H29 1.105
14 C 0.362 2.253 0.948  C13 1.521, O15 1.218, O16 1.366
15 O 0.729 3.091 0.144  C14 1.218
16 O 1.110 1.836 2.012  B6 1.458, C14 1.366
17 O 1.827 -1.451 3.110  C2 1.346, C5 1.412
18 H 4.092 -3.353 4.426  C1 1.078
19 H 2.837 -2.480 5.287  C1 1.090
20 H 2.410 -3.871 4.309  C1 1.082
21 H 4.507 -2.581 1.710  C3 1.073
22 H 3.183 -0.741 0.247  C4 1.075
23 H -1.833 -1.168 0.597  C8 1.092
24 H -0.098 -0.985 0.157  C8 1.090
25 H -0.552 -1.889 1.604  C8 1.100
26 H -2.658 0.731 2.685  C9 1.095
27 H -2.165 -0.946 2.864  C9 1.102
28 H -1.330 1.347 -0.070  C13 1.092
29 H -1.658 2.162 1.509  C13 1.105
30 F -4.229 1.447 -1.486  C31 1.372
31 C -3.369 0.387 -1.622  F30 1.372, C32 1.389, C44 1.392
32 C -3.832 -0.889 -1.324  C31 1.389, C33 1.410, H45 1.094
33 C -2.933 -1.940 -1.602  C32 1.410, C34 1.395, H46 1.097
34 C -1.567 -1.708 -1.761  C33 1.395, C35 1.433, H47 1.098
35 C -1.057 -0.370 -1.819  C34 1.433, C36 1.472, C44 1.428
36 C 0.338 0.085 -1.712  C35 1.472, C37 1.450, H48 1.080
37 C 0.725 0.930 -2.825  C36 1.450, C38 1.424, C43 1.423
38 C 1.627 2.030 -2.768  C37 1.424, C39 1.390, H49 1.089
39 C 1.660 2.966 -3.796  C38 1.390, C40 1.405, H50 1.094
40 C 0.865 2.810 -4.944  C39 1.405, C41 1.400, H51 1.090
41 C 0.083 1.653 -5.043  C40 1.400, F42 1.377, C43 1.377
42 F -0.731 1.495 -6.142  C41 1.377
43 C 0.090 0.677 -4.073  C37 1.423, C41 1.377, H52 1.086
44 C -2.058 0.626 -2.027  C31 1.392, C35 1.428, H53 1.089
45 H -4.847 -1.057 -0.953  C32 1.094
46 H -3.326 -2.964 -1.629  C33 1.097
47 H -0.854 -2.543 -1.740  C34 1.098
48 H 1.136 -0.302 -1.095  C36 1.080
49 H 2.237 2.176 -1.877  C38 1.089
50 H 2.313 3.839 -3.708  C39 1.094
51 H 0.846 3.544 -5.750  C40 1.090
52 H -0.463 -0.245 -4.231  C43 1.086
53 H -1.766 1.627 -2.341  C44 1.089

The value obtained for the largest force on an atom is 4.1 eV/Å. The gap between HOMO and LUMO is 3.6 eV. The calculation puts the highest occupied orbital energy at -10.5523 eV. The energy relative to the best compared isomer or geometry (same formula, charge and spin) is 220.6 kJ/mol. For the electronic energy, the calculation gives -42022.5487 eV. Its spin multiplicity is 1. As for the net charge: +1.

Charges per atom according to Mulliken partitioning, unit e: atom 1 (C): -1.305, atom 2 (C): 0.445, atom 3 (C): -0.976, atom 4 (C): -0.686, atom 5 (C): 0.607, atom 6 (B): 0.619, atom 7 (N): 0.586, atom 8 (C): -1.542, atom 9 (C): -0.498, atom 10 (C): 0.328, atom 11 (O): -0.588, atom 12 (O): -0.448, atom 13 (C): 0.192, atom 14 (C): 0.366, atom 15 (O): -0.619, atom 16 (O): -0.423, atom 17 (O): -0.321, atom 18 (H): 0.375, atom 19 (H): 0.337, atom 20 (H): 0.275, atom 21 (H): 0.448, atom 22 (H): 0.560, atom 23 (H): 0.676, atom 24 (H): 0.214, atom 25 (H): 0.394, atom 26 (H): 0.438, atom 27 (H): 0.423, atom 28 (H): -0.464, atom 29 (H): 0.596, atom 30 (F): -0.330, atom 31 (C): 0.698, atom 32 (C): -0.637, atom 33 (C): -0.514, atom 34 (C): -0.656, atom 35 (C): -0.128, atom 36 (C): 0.464, atom 37 (C): 0.110, atom 38 (C): -0.271, atom 39 (C): -0.765, atom 40 (C): -0.435, atom 41 (C): 0.335, atom 42 (F): -0.288, atom 43 (C): -0.435, atom 44 (C): -0.495, atom 45 (H): 0.527, atom 46 (H): 0.408, atom 47 (H): 0.407, atom 48 (H): 0.598, atom 49 (H): 0.511, atom 50 (H): 0.415, atom 51 (H): 0.483, atom 52 (H): 0.568, atom 53 (H): 0.421

=====

[2]
# C8H16N5O5

A cluster of 3 separate species, C8H16N5O5 in total in a non-equilibrium geometry (ωB97M-V/def2-TZVPD, the OMol25 dataset).

Last columns: bonded neighbours and bond lengths (Å).
CARTESIAN COORDINATES (ANGSTROEM)
1 N 1.372 -0.295 1.999  C2 1.318, H11 1.007, H12 1.002
2 C 0.764 0.798 1.582  N1 1.318, N3 1.360, N9 1.324
3 N -0.380 0.768 0.847  C2 1.360, C4 1.307
4 C -0.680 2.023 0.637  N3 1.307, O5 1.320, N8 1.335
5 O -1.745 2.380 -0.056  C4 1.320, N6 1.563
6 N -3.032 1.822 0.635  O5 1.563, O7 1.136
7 O -3.162 2.214 1.693  N6 1.136
8 N 0.184 2.870 1.202  C4 1.335, N9 1.368, H13 1.007
9 N 1.115 2.058 1.791  C2 1.324, N8 1.368, O10 1.368
10 O 2.238 2.422 2.481  N9 1.368, H14 0.967
11 H 0.846 -1.153 1.969  N1 1.007
12 H 2.294 -0.281 2.390  N1 1.002
13 H 0.165 3.877 1.191  N8 1.007
14 H 2.246 3.381 2.602  O10 0.967
15 C -1.627 2.669 -5.481  C16 1.508, H19 1.087, H20 1.091, H21 1.091
16 C -0.620 2.342 -4.407  C15 1.508, O17 1.206, C18 1.513
17 O 0.364 1.682 -4.634  C16 1.206
18 C -0.895 2.880 -3.020  C16 1.513, H22 1.089, H23 1.091, H24 1.089
19 H -1.310 2.224 -6.420  C15 1.087
20 H -2.606 2.268 -5.211  C15 1.091
21 H -1.704 3.750 -5.607  C15 1.091
22 H -1.839 2.485 -2.649  C18 1.089
23 H -0.937 3.970 -3.042  C18 1.091
24 H -0.092 2.568 -2.353  C18 1.089
25 C 0.078 -5.433 3.070  C26 1.504, H29 1.087, H30 1.091, H31 1.091
26 C 0.991 -4.413 2.445  C25 1.504, O27 1.215, C28 1.507
27 O 1.161 -3.323 2.953  C26 1.215
28 C 1.684 -4.805 1.166  C26 1.507, H32 1.091, H33 1.090, H34 1.088
29 H -0.354 -5.026 3.980  C25 1.087
30 H -0.726 -5.687 2.377  C25 1.091
31 H 0.639 -6.335 3.315  C25 1.091
32 H 0.947 -5.035 0.396  C28 1.091
33 H 2.310 -5.682 1.336  C28 1.090
34 H 2.312 -3.986 0.823  C28 1.088

The value obtained for the largest force on an atom is 2.1 eV/Å. The gap between HOMO and LUMO is 7.0 eV. The calculation puts the highest occupied orbital energy at -11.6495 eV. For the electronic energy, the calculation gives -26231.6916 eV. Its spin multiplicity is 1. As for the net charge: +1.

Charges per atom according to Mulliken partitioning, unit e: atom 1 (N): -0.231, atom 2 (C): 0.472, atom 3 (N): -0.506, atom 4 (C): 0.375, atom 5 (O): -0.293, atom 6 (N): 0.364, atom 7 (O): -0.129, atom 8 (N): -0.079, atom 9 (N): 0.410, atom 10 (O): -0.429, atom 11 (H): 0.153, atom 12 (H): 0.227, atom 13 (H): 0.277, atom 14 (H): 0.396, atom 15 (C): -1.115, atom 16 (C): 0.726, atom 17 (O): -0.543, atom 18 (C): -0.795, atom 19 (H): 0.308, atom 20 (H): 0.319, atom 21 (H): 0.327, atom 22 (H): 0.286, atom 23 (H): 0.347, atom 24 (H): 0.139, atom 25 (C): -1.125, atom 26 (C): 0.851, atom 27 (O): -0.592, atom 28 (C): -1.079, atom 29 (H): 0.296, atom 30 (H): 0.346, atom 31 (H): 0.346, atom 32 (H): 0.326, atom 33 (H): 0.340, atom 34 (H): 0.286

=====

[3]
# CH2F2O2

The molecule CH2F2O2 in a non-equilibrium geometry (ωB97M-V/def2-TZVPD, the OMol25 dataset).

Last columns: bonded neighbours and bond lengths (Å).
CARTESIAN COORDINATES (ANGSTROEM)
1 O -0.214 -0.641 0.153  C2 1.363, H6 1.036
2 C 0.940 0.067 0.006  O1 1.363, O3 1.396, F4 1.352, F5 1.378
3 O 0.657 1.432 -0.070  C2 1.396, H7 0.896
4 F 1.816 -0.179 1.006  C2 1.352
5 F 1.596 -0.390 -1.116  C2 1.378
6 H -0.113 -1.663 0.018  O1 1.036
7 H 0.045 1.668 0.539  O3 0.896

The value obtained for the largest force on an atom is 5.9 eV/Å. The gap between HOMO and LUMO is 12.9 eV. The calculation puts the highest occupied orbital energy at -12.4082 eV. The SMILES is OC(O)(F)F. The energy relative to the best compared isomer or geometry (same formula, charge and spin) is 56.1 kJ/mol. For the electronic energy, the calculation gives -10599.5719 eV. Its spin multiplicity is 1. As for the net charge: 0.

Charges per atom according to Mulliken partitioning, unit e: atom 1 (O): -0.530, atom 2 (C): 0.840, atom 3 (O): -0.457, atom 4 (F): -0.248, atom 5 (F): -0.256, atom 6 (H): 0.347, atom 7 (H): 0.304

=====

[4]
# C18H31F3NO10

A cluster of 4 separate species, C18H31F3NO10 in total in a non-equilibrium geometry (ωB97M-V/def2-TZVPD, the OMol25 dataset).

Last columns: bonded neighbours and bond lengths (Å).
CARTESIAN COORDINATES (ANGSTROEM)
1 C -0.045 0.078 4.907  C2 1.621, H12 1.140, H13 1.137, H14 1.148
2 C -1.087 0.757 3.867  C1 1.621, C3 1.606, H15 1.135, H16 1.141
3 C -0.235 1.747 2.933  C2 1.606, N4 1.506, H17 1.148, H18 1.142
4 N -0.285 1.401 1.468  C3 1.506, C5 1.500, H19 1.046, H20 1.041
5 C 0.666 0.323 1.038  N4 1.500, C6 1.592, H21 1.139, H22 1.148
6 C 0.238 -1.158 1.435  C5 1.592, O7 1.450, C8 1.604, H23 1.133
7 O 1.305 -2.019 0.964  C6 1.450, H24 0.999
8 C -1.098 -1.666 0.707  C6 1.604, F9 1.397, F10 1.406, F11 1.413
9 F -2.127 -1.936 1.613  C8 1.397
10 F -0.809 -2.881 0.060  C8 1.406
11 F -1.587 -0.761 -0.263  C8 1.413
12 H -0.456 -0.897 5.332  C1 1.140
13 H 0.225 0.802 5.741  C1 1.137
14 H 0.919 -0.178 4.339  C1 1.148
15 H -1.631 -0.061 3.298  C2 1.135
16 H -1.867 1.297 4.502  C2 1.141
17 H -0.735 2.775 3.034  C3 1.148
18 H 0.829 1.850 3.334  C3 1.142
19 H -1.276 1.231 1.180  N4 1.046
20 H 0.002 2.264 0.963  N4 1.041
21 H 1.740 0.514 1.368  C5 1.139
22 H 0.693 0.354 -0.109  C5 1.148
23 H 0.154 -1.358 2.547  C6 1.133
24 H 2.129 -1.711 1.437  O7 0.999
25 C -6.497 0.598 -2.241  C26 1.512, H32 1.092, H33 1.092, H34 1.093
26 C -5.476 1.683 -1.977  C25 1.512, C27 1.499, O31 1.430, H35 1.095
27 C -4.196 1.520 -2.741  C26 1.499, O28 1.428, H36 1.091, H37 1.094
28 O -3.266 2.213 -1.908  C27 1.428, C29 1.360
29 C -3.748 2.132 -0.639  O28 1.360, O30 1.201, O31 1.357
30 O -3.132 2.449 0.341  C29 1.201
31 O -5.013 1.642 -0.625  C26 1.430, C29 1.357
32 H -7.297 0.638 -1.499  C25 1.092
33 H -6.933 0.707 -3.236  C25 1.092
34 H -6.048 -0.395 -2.166  C25 1.093
35 H -5.925 2.668 -2.145  C26 1.095
36 H -4.238 1.968 -3.734  C27 1.091
37 H -3.868 0.480 -2.830  C27 1.094
38 C 4.531 -5.965 2.298  C39 1.512, H45 1.092, H46 1.092, H47 1.093
39 C 4.839 -4.657 1.604  C38 1.512, C40 1.499, O44 1.430, H48 1.095
40 C 6.054 -3.953 2.129  C39 1.499, O41 1.428, H49 1.090, H50 1.094
41 O 5.770 -2.593 1.801  C40 1.428, C42 1.355
42 C 4.420 -2.474 1.781  O41 1.355, O43 1.204, O44 1.357
43 O 3.832 -1.425 1.715  C42 1.204
44 O 3.817 -3.688 1.846  C39 1.430, C42 1.357
45 H 3.527 -6.308 2.040  C38 1.092
46 H 5.251 -6.736 2.014  C38 1.092
47 H 4.555 -5.852 3.385  C38 1.093
48 H 4.898 -4.814 0.521  C39 1.095
49 H 6.974 -4.286 1.649  C40 1.090
50 H 6.168 -4.028 3.214  C40 1.094
51 C -0.330 2.720 -2.829  C52 1.513, H58 1.091, H59 1.093, H60 1.094
52 C -0.082 2.773 -4.321  C51 1.513, C53 1.502, O57 1.425, H61 1.096
53 C 1.232 2.185 -4.748  C52 1.502, O54 1.424, H62 1.091, H63 1.095
54 O 1.486 2.876 -5.966  C53 1.424, C55 1.364
55 C 0.858 4.083 -5.866  O54 1.364, O56 1.191, O57 1.366
56 O 1.006 4.986 -6.629  C55 1.191
57 O 0.040 4.119 -4.773  C52 1.425, C55 1.366
58 H -1.174 3.357 -2.559  C51 1.091
59 H -0.542 1.698 -2.505  C51 1.093
60 H 0.535 3.090 -2.270  C51 1.094
61 H -0.921 2.316 -4.857  C52 1.096
62 H 1.178 1.109 -4.917  C53 1.091
63 H 2.052 2.398 -4.054  C53 1.095

The value obtained for the largest force on an atom is 3.3 eV/Å. The gap between HOMO and LUMO is 10.1 eV. The calculation puts the highest occupied orbital energy at -12.6622 eV. For the electronic energy, the calculation gives -49280.4525 eV. Its spin multiplicity is 1. As for the net charge: +1.

Charges per atom according to Mulliken partitioning, unit e: atom 1 (C): -1.147, atom 2 (C): -0.113, atom 3 (C): -0.792, atom 4 (N): 0.226, atom 5 (C): -0.892, atom 6 (C): 0.489, atom 7 (O): -0.488, atom 8 (C): 0.669, atom 9 (F): -0.267, atom 10 (F): -0.242, atom 11 (F): -0.211, atom 12 (H): 0.317, atom 13 (H): 0.345, atom 14 (H): 0.273, atom 15 (H): 0.146, atom 16 (H): 0.425, atom 17 (H): 0.372, atom 18 (H): 0.458, atom 19 (H): 0.060, atom 20 (H): 0.380, atom 21 (H): 0.661, atom 22 (H): 0.120, atom 23 (H): 0.127, atom 24 (H): 0.259, atom 25 (C): -1.476, atom 26 (C): 0.497, atom 27 (C): -0.566, atom 28 (O): -0.106, atom 29 (C): 0.574, atom 30 (O): -0.652, atom 31 (O): -0.327, atom 32 (H): 0.369, atom 33 (H): 0.386, atom 34 (H): 0.352, atom 35 (H): 0.296, atom 36 (H): 0.343, atom 37 (H): 0.293, atom 38 (C): -1.457, atom 39 (C): 0.492, atom 40 (C): -0.554, atom 41 (O): -0.337, atom 42 (C): 0.675, atom 43 (O): -0.681, atom 44 (O): -0.310, atom 45 (H): 0.367, atom 46 (H): 0.391, atom 47 (H): 0.356, atom 48 (H): 0.272, atom 49 (H): 0.302, atom 50 (H): 0.314, atom 51 (C): -1.328, atom 52 (C): 0.453, atom 53 (C): -0.511, atom 54 (O): -0.323, atom 55 (C): 0.594, atom 56 (O): -0.507, atom 57 (O): -0.370, atom 58 (H): 0.370, atom 59 (H): 0.297, atom 60 (H): 0.451, atom 61 (H): 0.243, atom 62 (H): 0.321, atom 63 (H): 0.319